(1)
A structure of composition C12H17Br9N4O8, computed with the ωB97M-V functional and the def2-TZVPD basis.

Computed properties:
LUMO = -0.591 eV
relative energy (zero: lowest compared OMol25 entry of this formula, charge and spin) = 0.0000 eV

CARTESIAN COORDINATES (ANGSTROEM)
C1 -1.09243 5.97791 3.37156
N1 -2.25235 6.90366 3.55486
O1 -2.63756 7.52435 2.60303
O2 -2.71256 6.97838 4.63798
H1 -1.29409 5.43406 2.45699
H2 -1.11467 5.32361 4.23091
H3 -0.23874 6.64387 3.30752
C2 -1.90703 -1.01241 -2.64973
N2 -1.97962 -2.46331 -2.79615
O3 -2.73455 -2.88602 -3.58705
O4 -1.24249 -3.11951 -2.10994
H4 -2.73456 -0.55537 -3.17335
H5 -0.92959 -0.71551 -3.00964
H6 -1.97586 -0.75915 -1.59164
C3 -2.64876 3.37557 -4.09239
N3 -1.68280 2.29382 -4.33070
O5 -1.00269 1.89004 -3.39268
O6 -1.61055 1.87352 -5.43091
H7 -3.56424 3.13864 -4.62271
H8 -2.23194 4.32659 -4.41605
H9 -2.84838 3.47822 -3.02983
C4 -0.11286 -6.23198 1.24912
C5 0.66894 -6.60108 2.33767
C6 1.80121 -5.85518 2.61247
C7 2.17624 -4.79798 1.82693
C8 1.36343 -4.40269 0.77518
C9 0.25363 -5.14787 0.46125
N4 3.44048 -4.12244 2.05854
O7 3.67301 -3.12388 1.39615
O8 4.18202 -4.58484 2.87868
H10 -0.95756 -6.85410 0.97197
H11 0.41056 -7.47721 2.91277
H12 2.42242 -6.17431 3.44640
H13 1.50544 -3.50145 0.19672
H14 -0.36428 -4.93859 -0.39937
C10 2.89363 1.05578 -2.68758
Br1 3.91918 0.03576 -1.42641
Br2 3.98029 1.87551 -4.04045
Br3 1.82549 2.39816 -1.74532
H15 2.18248 0.38710 -3.13848
C11 -1.22251 1.92220 -0.00462
Br4 -3.12295 2.10518 -0.19838
Br5 -0.80912 0.25956 0.89847
Br6 -0.37615 3.41160 0.91802
H16 -0.77572 1.87197 -0.98322
C12 2.21326 0.97434 2.63328
Br7 2.19200 -0.79497 3.42927
Br8 3.99561 1.38527 2.05692
Br9 1.52395 2.31225 3.85177
H17 1.55335 0.96291 1.78215

***

(2)
A structure of composition C12H17BrF6N5O5RhS2, computed with the ωB97M-V functional and the def2-TZVPD basis.

Computed properties:
multiplicity = 5
charge = +2
LUMO (spin up / spin down) = -5.855 / -10.094 eV
relative energy (zero: lowest compared OMol25 entry of this formula, charge and spin) = 1.1780 eV

CARTESIAN COORDINATES (ANGSTROEM)
Rh1 0.41631 0.82928 -0.55814
O1 3.17345 0.48039 4.99481
C1 2.45207 0.66080 3.90793
C2 1.05825 0.80996 3.89875
C3 0.41686 0.98679 2.70083
N1 1.07734 1.02223 1.52612
C4 2.40816 0.87858 1.56758
Br1 3.19347 0.91737 -0.16676
C5 3.15541 0.70059 2.69052
H1 2.64310 0.44800 5.80387
H2 0.48657 0.77642 4.81638
H3 -0.65799 1.09526 2.65102
H4 4.22893 0.58034 2.66987
N2 0.52433 1.25450 -2.80644
C6 0.23392 2.66943 -3.11529
C7 0.99795 3.53136 -2.13201
N3 0.60752 3.13323 -0.75665
H5 1.46332 1.00175 -3.10600
H6 -0.11128 0.61728 -3.27994
H7 -0.84023 2.82389 -3.00400
H8 0.50404 2.92076 -4.14112
H9 0.80051 4.58847 -2.30908
H10 2.07220 3.37142 -2.23362
H11 -0.31343 3.50410 -0.53203
H12 1.25233 3.51275 -0.06893
C8 -5.04585 2.18442 -0.15159
C9 -4.32248 0.84722 -0.37121
C10 -2.87284 0.98830 -0.29754
N4 -1.73018 1.09033 -0.24151
H13 -6.11711 2.00198 -0.18188
H14 -4.79865 2.89964 -0.93353
H15 -4.79924 2.61241 0.81789
H16 -4.54930 0.42215 -1.35133
H17 -4.60896 0.10648 0.37832
F1 -2.21912 -3.33211 -0.96720
C11 -1.29500 -2.70465 -1.64356
F2 -0.95964 -3.35070 -2.73187
F3 -1.77015 -1.48228 -1.99466
S1 0.22054 -2.44473 -0.55235
O2 0.64972 -1.03812 -1.04228
O3 -0.27294 -2.37173 0.78417
N5 1.37114 -3.31686 -0.98497
S2 1.28610 -4.94351 -0.70101
O4 2.20322 -5.57248 -1.57674
O5 -0.09329 -5.31943 -0.62212
C12 1.99383 -5.07964 1.02942
F4 2.92171 -6.01196 1.04017
F5 1.02919 -5.38655 1.87768
F6 2.53621 -3.91318 1.40000

***

(3)
A structure of composition C12H17BrN4ORhS, computed with the ωB97M-V functional and the def2-TZVPD basis.

Computed properties:
charge = +3
LUMO (spin up / spin down) = -11.955 / -11.956 eV
relative energy (zero: lowest compared OMol25 entry of this formula, charge and spin) = 0.1585 eV

CARTESIAN COORDINATES (ANGSTROEM)
Rh1 0.09074 0.03764 -0.09025
O1 -2.98532 2.06016 4.74033
C1 -2.30152 1.80650 3.65598
C2 -1.68853 2.77707 2.84366
C3 -0.98710 2.38397 1.73323
N1 -0.86940 1.08622 1.38421
C4 -1.47320 0.18644 2.17441
Br1 -1.18032 -1.58915 1.48055
C5 -2.18768 0.44371 3.29588
H1 -3.05879 3.00182 4.96007
H2 -1.77192 3.82983 3.07895
H3 -0.51668 3.10308 1.07733
H4 -2.66189 -0.32641 3.88945
N2 0.96067 -1.32099 -1.43412
C6 2.42958 -1.30108 -1.19803
C7 2.61601 -1.34052 0.30031
N3 1.85201 -0.17126 0.85723
H5 0.60383 -2.25262 -1.21615
H6 0.74484 -1.16246 -2.41842
H7 2.81361 -0.36341 -1.60320
H8 2.93502 -2.12377 -1.70202
H9 3.66346 -1.26629 0.59164
H10 2.20032 -2.24729 0.74115
H11 2.39991 0.67803 0.73112
H12 1.70309 -0.27372 1.86227
S1 0.32530 1.61463 -1.69961
C8 1.22773 3.12249 -1.67922
N4 0.97713 3.91120 -2.74902
C9 1.59284 5.09216 -2.96384
C10 2.52340 5.55186 -2.06630
C11 2.80191 4.77287 -0.94852
C12 2.15417 3.55864 -0.75148
H13 0.29754 3.60186 -3.43837
H14 1.30628 5.62166 -3.86236
H15 3.01798 6.49675 -2.23879
H16 3.53063 5.11334 -0.22369
H17 2.37463 2.95797 0.11857

***

(4)
A structure of composition C12H17CdIN2, computed with the ωB97M-V functional and the def2-TZVPD basis.

Computed properties:
LUMO (spin up / spin down) = -2.906 / -1.328 eV
relative energy (zero: lowest compared OMol25 entry of this formula, charge and spin) = 0.0000 eV

CARTESIAN COORDINATES (ANGSTROEM)
C1 2.09778 1.52557 -2.46978
C2 0.54894 -2.11967 -4.19507
H1 1.40340 2.36455 -2.35619
H2 2.71758 1.65589 -3.39407
H3 2.77648 1.57881 -1.60980
H4 -0.50868 -2.37482 -4.11054
H5 0.74691 -1.61032 -5.15157
H6 1.16510 -3.00180 -4.07032
Cd1 1.28830 -0.36869 -3.04494
C3 0.25899 -1.90827 -1.51627
H7 -0.67712 -2.12151 -2.03071
H8 0.03544 -1.70937 -0.47296
H9 0.86940 -2.80544 -1.53666
I1 3.16772 -1.03165 -0.93455
N1 1.11378 -1.21656 1.81010
C4 0.08488 -0.55504 2.34931
C5 -0.47776 -0.91063 3.58023
C6 -1.51330 -0.16158 4.13568
C7 -2.01772 0.94210 3.47133
C8 -1.52747 1.32561 2.19729
C9 -2.03017 2.39271 1.41583
C10 -1.56373 2.59592 0.12687
C11 -0.61188 1.68994 -0.39760
N2 -0.08212 0.73849 0.35625
C12 -0.48916 0.54789 1.60833
H10 1.49139 -0.96919 0.87448
H11 1.54281 -1.97774 2.32885
H12 -0.06849 -1.76699 4.09337
H13 -1.91772 -0.44156 5.10004
H14 -2.82303 1.53574 3.89790
H15 -2.80755 3.01920 1.85814
H16 -1.94205 3.41015 -0.48962
H17 -0.25096 1.72823 -1.42335

***

(5)
A cluster of 2 separate species, C12H17Cl4IN2O6P in total, computed with the ωB97M-V functional and the def2-TZVPD basis.

Computed properties:
charge = +1
LUMO = -4.549 eV

CARTESIAN COORDINATES (ANGSTROEM)
N1 0.81967 -3.23600 -1.36825
C1 -0.05642 -2.33591 -0.82343
C2 -1.14047 -1.87872 -1.56027
N2 -2.00696 -0.95748 -1.10433
C3 -3.11019 -0.55767 -2.02233
C4 -2.97090 0.86871 -2.54706
C5 -4.26716 1.44883 -3.12762
C6 -5.50683 1.46766 -2.24835
O1 -6.19401 0.21929 -2.20670
C7 -1.86917 -0.44402 0.12937
I1 -3.24301 0.86679 0.95798
C8 -0.80400 -0.84362 0.91469
C9 0.10695 -1.77667 0.45802
C10 1.24892 -2.20135 1.33468
O2 1.81303 -3.25903 1.21219
O3 1.51945 -1.27918 2.26137
C11 2.87221 -1.24676 2.75222
P1 3.05721 0.20992 3.81746
O4 2.54868 -0.04118 5.15998
O5 2.33485 1.39022 3.01424
O6 4.61156 0.53406 3.79173
H1 1.21779 -3.88016 -0.69516
H2 0.44316 -3.75267 -2.15144
H3 -1.32533 -2.25380 -2.55481
H4 -3.01471 -1.22517 -2.87424
H5 -4.05559 -0.78859 -1.54488
H6 -2.54860 1.55365 -1.81364
H7 -2.24883 0.82752 -3.36558
H8 -4.04916 2.49075 -3.36975
H9 -4.50509 0.94584 -4.06527
H10 -6.20139 2.18123 -2.69292
H11 -5.29627 1.83760 -1.24275
H12 -6.06290 -0.20361 -1.35566
H13 -0.68120 -0.42597 1.90247
H14 3.09088 -2.10876 3.38017
H15 3.56999 -1.22200 1.91466
H16 2.84810 2.20771 3.05046
H17 4.93122 0.91644 2.95831
C12 6.84000 3.20598 1.14734
Cl1 7.55517 3.54716 -0.41853
Cl2 8.08811 2.85396 2.33030
Cl3 5.86423 4.57163 1.68257
Cl4 5.77703 1.77339 0.98275

***

(6)
A structure of composition C12H17ClFeINOP, computed with the ωB97M-V functional and the def2-TZVPD basis.

Computed properties:
multiplicity = 6
charge = +2
LUMO (spin up / spin down) = -7.405 / -11.362 eV
relative energy (zero: lowest compared OMol25 entry of this formula, charge and spin) = 0.5791 eV

CARTESIAN COORDINATES (ANGSTROEM)
C1 1.72886 -1.21642 -0.95991
I1 2.31416 1.44538 -0.98916
H1 0.95317 -0.45073 -1.05512
H2 1.64343 -2.05228 -0.26558
H3 1.91160 -1.91948 -1.74564
Fe1 -2.54230 0.29233 -0.69729
P1 -0.53490 0.37971 -3.03471
C2 1.07663 0.77055 -3.86077
C3 -0.96931 -1.09925 -3.95198
H4 -2.54234 1.64210 -3.04231
H5 -1.67509 1.76987 -4.59904
H6 -1.12695 2.70643 -3.19229
C4 -1.56797 1.76234 -3.51610
H7 -1.89793 -1.46493 -3.52402
H8 -1.06609 -0.84338 -5.00593
H9 0.96720 0.75121 -4.94939
H10 1.86577 0.05444 -3.61937
H11 -0.17682 -1.83274 -3.78766
H12 1.47039 1.75512 -3.59980
C5 3.02658 -0.38743 -0.66212
O1 4.18711 -0.78265 -0.45815
Cl1 -4.47083 -0.49633 -1.43118
N1 -0.99041 0.08075 0.87105
C6 -0.54134 -0.01582 1.97206
C7 -0.28993 -0.10767 3.37284
C8 -1.38681 0.05647 4.22498
C9 -1.22490 0.13095 5.61484
C10 0.04335 0.04143 6.22434
C11 1.13956 -0.16313 5.36189
C12 0.99532 -0.24319 3.94969
H13 -2.37444 0.05598 3.75588
H14 -2.09778 0.16561 6.24990
H15 0.16301 0.03603 7.32371
H16 2.15850 -0.36683 5.76651
H17 1.83149 -0.45447 3.25987